Entry a
Entry from the OMol25 dataset: C18H23N3O2 as an isolated structure (ωB97M-V/def2-TZVPD).

ORCA input file:
```
! RIJCOSX wB97M-V def2-TZVPD def2/J DEFGRID3
* xyz 0 1
C 0.2675 3.1313 6.1794
C 1.6542 3.3618 5.4636
H 1.6872 3.9674 4.5477
H 2.3100 3.9260 6.2743
C 2.2448 2.2619 5.1634
C 1.5143 1.3922 4.2021
C 0.5658 0.2829 4.5510
C 0.0640 -0.1635 3.3413
C 0.2183 0.2571 2.0704
C 0.9645 1.2390 1.7493
C 1.9152 1.7239 2.8398
H 2.5565 2.6985 2.6207
H 0.9908 1.7458 0.7265
O -0.5858 -0.4879 1.0812
C -0.0852 -0.6184 -0.1432
N -1.0777 -0.9365 -0.9425
C -0.7563 -1.2223 -2.2570
N 0.6294 -1.5049 -2.5099
C 1.6796 -1.3742 -1.7501
C 1.2422 -1.0902 -0.2585
H 2.0075 -0.8065 0.4711
C 3.0777 -1.7721 -1.8168
H 3.1734 -1.9476 -3.0217
H 3.3759 -2.6392 -1.2855
H 3.8847 -0.6497 -1.8459
N -1.5083 -1.4593 -3.3110
C -1.3056 -1.5556 -4.5945
H 0.0706 -1.9061 -4.7247
C -1.5367 -0.4310 -5.2909
H -1.4011 -0.5914 -6.4774
O -2.7334 -0.0446 -5.3063
C -3.1382 0.3240 -3.9252
H -4.2141 0.4042 -3.9146
C -2.9845 -0.9589 -3.0204
H -3.1027 -0.7955 -1.9533
H -3.3747 -2.0017 -3.4276
H -2.5262 1.1804 -3.6149
H -0.9306 0.2215 -4.9680
H -1.6738 -2.5141 -4.9838
H -0.5793 -1.1745 3.7037
H 0.4403 -0.1326 5.4024
H 2.4015 1.2242 6.3133
H 3.3588 2.2699 5.0039
H -0.4649 2.7908 5.5477
H 0.4666 2.6662 7.1474
H -0.2126 4.1741 6.3212
*
```

---

Entry b
Entry from the OMol25 dataset: C18H23N3O2 as an isolated structure (ωB97M-V/def2-TZVPD).

ORCA input file:
```
! RIJCOSX wB97M-V def2-TZVPD def2/J DEFGRID3
* xyz 0 1
C -1.3761 -2.8379 -3.5756
C -1.7623 -1.8860 -2.6792
C -2.5526 -0.8860 -2.9502
C -2.8439 0.1987 -1.9926
C -2.2986 0.1720 -0.7822
C -1.6335 -0.8482 -0.2671
C -1.3238 -1.7181 -1.1781
C -0.3710 -2.9300 -0.5040
N -0.2652 -2.5505 0.7757
N -1.0621 -1.3328 0.8636
C -1.1297 -0.7995 2.3056
O -1.6088 0.2658 2.3414
C -0.2307 -1.2571 3.1019
H -0.7966 -2.4051 3.4423
C 1.2798 -1.4640 2.9886
H 1.3248 -1.9963 2.2969
C 1.7475 0.0878 2.6293
O 2.2612 0.7420 3.6024
N 1.6594 0.1484 1.3992
H 1.1693 -0.2836 0.8630
C 2.3487 1.5177 0.9167
C 1.2447 2.7844 1.3706
C -0.0196 2.5902 0.4364
C 0.2583 2.5997 -1.0043
C 1.4121 1.0614 -1.3827
C 2.4958 1.3354 -0.6266
H 3.1540 2.3961 -1.0182
H 3.1199 0.3446 -0.6857
H 0.6605 0.5193 -1.0799
H 1.4422 1.3069 -2.4845
H -0.5408 2.3265 -1.6787
H 1.0191 3.3985 -1.5072
H -0.5793 1.7547 0.6776
H -0.5009 3.6364 0.4522
H 1.1109 2.8315 2.2228
H 1.7679 3.4936 1.0252
H 3.3043 1.6074 1.3922
H 1.4148 -1.6733 4.0559
H -0.5634 -0.7698 4.2094
H -0.0359 -3.7626 -0.6451
H -2.8982 0.9528 0.0831
H -3.5927 1.1513 -2.0030
H -2.7639 -0.5286 -3.8400
H -1.5992 -3.7017 -3.3050
H -1.5882 -2.6645 -4.4584
H -0.2581 -2.9274 -3.8036
*
```

---

entry a has the most favorable energy; the next structure is 425.7 kJ/mol above.

---

Entry a
Entry from the OMol25 dataset: a 2-piece molecular cluster, C5H15NP overall (ωB97M-V/def2-TZVPD).

ORCA input file:
```
! RIJCOSX wB97M-V def2-TZVPD def2/J DEFGRID3
* xyz 1 1
C -3.5570 -0.2473 0.6156
C 2.6778 -1.0116 -0.3462
C 1.0836 1.5721 -1.2145
C -2.6322 -0.7099 -0.4272
C 1.2016 -1.1125 0.1067
N 0.8952 1.1709 1.6063
P 0.4100 0.5011 0.1090
H -4.6318 -0.5544 0.3449
H -3.2570 -0.5595 1.7023
H -3.7463 0.8695 0.5818
H 2.6356 -0.1843 -1.0335
H 3.3228 -0.6605 0.5308
H 3.0152 -1.9149 -0.8748
H 0.3448 1.9420 -1.9373
H 1.8985 1.0354 -1.8996
H 1.5943 2.4158 -0.9960
H -2.5606 -0.3013 -1.3731
H -1.8512 -1.4261 -0.0433
H 1.1712 -1.5648 0.9822
H 0.6023 -1.6735 -0.5525
H 0.5233 2.0416 1.8137
H 0.8600 0.3721 2.3048
*
```

---

Entry b
Entry from the OMol25 dataset: a 2-piece molecular cluster, C5H15NP overall (ωB97M-V/def2-TZVPD).

ORCA input file:
```
! RIJCOSX wB97M-V def2-TZVPD def2/J DEFGRID3
* xyz 1 1
C 0.2136 1.8057 -1.3570
C -0.0115 -0.3320 -2.5637
C -1.8020 0.7806 0.6822
C 0.8166 -1.3267 0.7395
C -0.3874 0.4879 -1.4461
N -1.1468 0.0342 -0.5129
P 1.4275 -1.4325 2.3512
H 0.5376 2.2769 -2.2627
H 1.0601 1.7918 -0.6462
H -0.5111 2.4385 -1.0405
H 0.9922 -0.6801 -2.4722
H -0.0388 0.2464 -3.4128
H -0.6909 -1.1497 -2.7151
H -1.4178 1.8374 0.5669
H -2.8108 0.5608 0.6905
H -1.2097 0.4210 1.6112
H 1.6520 -1.0343 0.0406
H 0.2087 -2.1101 0.2635
H 0.5313 -1.9479 3.4030
H -1.5609 -0.8743 -0.6296
H 1.7690 -0.0111 2.8384
H 2.4954 -2.2068 2.7875
*
```

---

entry b has the most favorable energy; the next structure is 23.5 kJ/mol above.

---

Entry a
Entry from the OMol25 dataset: an isolated molecule of CH3BrN2O (ωB97M-V/def2-TZVPD).

ORCA input file:
```
! RIJCOSX wB97M-V def2-TZVPD def2/J DEFGRID3
* xyz 0 1
C 0.1942 0.5915 0.1394
N -1.5921 -0.4990 1.4009
N -0.3436 -0.6262 0.9489
O -2.0312 -1.4583 1.9596
Br 1.8622 1.2412 0.9150
H -0.5989 1.1974 -0.0396
H 0.4541 -0.0013 -0.7013
H 0.4725 -1.1402 1.1877
*
```

---

Entry b
Entry from the OMol25 dataset: an isolated molecule of CH3BrN2O (ωB97M-V/def2-TZVPD).

ORCA input file:
```
! RIJCOSX wB97M-V def2-TZVPD def2/J DEFGRID3
* xyz 0 1
C -0.0131 -1.0439 0.7117
N 0.6666 0.9781 -1.0106
N 0.4757 2.1236 -1.2271
O -0.1271 0.3297 0.2127
Br -1.2233 -2.1561 -0.4397
H -0.3786 -1.2302 1.8487
H 0.9241 -1.5256 0.4840
H -0.3244 2.5243 -0.5799
*
```

---

entry a has the most favorable energy; the next structure is 43.2 kJ/mol above.

---

Entry a
Entry from the OMol25 dataset: a 2-piece molecular cluster, C5H13NO overall (ωB97M-V/def2-TZVPD).

Properties
⟨S²⟩: 0.762

ORCA input file:
```
! RIJCOSX wB97M-V def2-TZVPD def2/J DEFGRID3
* xyz 1 2
C -2.2573 -1.6175 -0.7726
C -1.2154 -1.4747 0.1617
C 0.1313 -1.9007 -0.5807
C 0.6937 -0.5567 -1.0008
C 0.7823 -0.3771 -2.2841
N 1.0490 0.4504 -0.0707
H -2.0100 -0.8207 -1.5568
H -2.3253 -2.5977 -1.3091
H -3.2434 -1.3466 -0.2935
H -1.5821 -2.1110 1.0873
H -1.0455 -0.4427 0.5021
H 0.0188 -2.5350 -1.4878
H 0.8841 -2.3814 0.1787
H 0.3180 -1.0530 -3.0415
H 1.3472 0.5277 -2.6660
H 0.4744 0.5055 0.7771
H 1.0821 1.4183 -0.4595
H 0.8884 3.4453 3.7790
H 1.8144 4.5793 3.3694
O 0.9035 4.4024 3.5593
*
```

---

Entry b
Entry from the OMol25 dataset: a 2-piece molecular cluster, C5H13NO overall (ωB97M-V/def2-TZVPD).

Properties
⟨S²⟩: 0.774

ORCA input file:
```
! RIJCOSX wB97M-V def2-TZVPD def2/J DEFGRID3
* xyz 1 2
C -0.1268 -1.1015 -2.1325
C -0.2558 -0.8723 -0.5026
C -1.4139 0.1035 0.0960
C -2.2668 -0.3525 1.0437
C -0.7864 2.5189 0.3772
N -1.2713 1.3916 -0.4224
H -0.4344 -0.1655 -2.4583
H 0.9083 -1.1724 -2.5603
H -0.8727 -1.8789 -2.5130
H 0.7242 -0.1806 -0.1987
H -0.2911 -1.8413 0.0495
H -3.3228 -0.1156 1.1628
H -2.0491 -1.3726 1.5027
H 0.2764 2.7129 0.4449
H -1.1961 2.6405 1.4012
H -1.0452 3.4570 -0.2137
H -0.4622 1.4045 -1.2782
H 4.5917 -2.3861 1.2926
H 5.1641 -1.2099 2.0354
O 4.5008 -1.4263 1.3749
*
```

---

entry a has the most favorable energy; the next structure is 90.3 kJ/mol above.

---

Entry a
Entry from the OMol25 dataset: an isolated ion of composition C5H14N5 and charge +1 (ωB97M-V/def2-TZVPD).

ORCA input file:
```
! RIJCOSX wB97M-V def2-TZVPD def2/J DEFGRID3
* xyz 1 1
C -2.2884 -1.2474 0.5300
C -1.1680 0.0142 -1.2221
C 0.7094 2.2121 0.5404
C -0.0714 -0.1222 0.9753
C -0.9280 -0.9585 -0.0875
N 2.3012 -1.8745 -0.7632
N 2.5967 0.8345 -0.9298
N 2.0356 -1.1454 0.1925
N 0.9446 0.7965 0.6100
N 1.7561 0.2383 -0.2145
H -2.7491 -0.2523 0.9260
H -2.8587 -1.6703 -0.1908
H -2.2151 -1.8372 1.4585
H -1.6224 0.8339 -0.7459
H -1.8627 -0.4039 -1.9108
H -0.1271 0.0802 -1.8225
H 0.2308 2.6526 1.4494
H 1.6982 2.7305 0.4671
H -0.0759 2.5065 -0.2695
H -0.9171 0.4976 1.4464
H 0.2257 -0.9085 1.8101
H -0.3799 -1.8587 -0.3570
H 2.5804 -2.8212 -0.5681
H 2.1853 1.7033 -1.3238
*
```

---

Entry b
Entry from the OMol25 dataset: an isolated ion of composition C5H14N5 and charge +1 (ωB97M-V/def2-TZVPD).

ORCA input file:
```
! RIJCOSX wB97M-V def2-TZVPD def2/J DEFGRID3
* xyz 1 1
C -0.7890 -0.5758 0.2786
C 0.8630 1.4906 0.1701
C 1.2299 -2.0874 0.5732
C 1.7401 0.0727 -1.4640
C -2.2845 1.4677 -0.3382
N 0.5416 -0.8012 0.5435
N 1.3265 0.2346 -0.0466
N -1.0627 0.6863 -0.1333
N -1.6043 -1.6804 0.4214
N 0.8355 2.0211 1.3854
H 0.8796 2.2146 -0.6641
H 1.3504 -2.4340 -0.4675
H 2.2111 -1.8743 0.9285
H 0.8448 -2.8717 1.3495
H 2.6444 0.6717 -1.5343
H 2.0764 -0.9133 -1.4906
H 1.0086 0.5906 -2.1415
H -2.9976 1.3440 0.5355
H -2.8764 0.9948 -1.2048
H -2.0451 2.4619 -0.5995
H -1.3955 -2.2734 1.1514
H -2.6500 -1.6538 0.4353
H 0.8332 1.2417 2.1190
H 0.8006 3.0089 1.7215
*
```

---

Entry c
Entry from the OMol25 dataset: a 2-piece molecular cluster, C5H14N5 overall (ωB97M-V/def2-TZVPD).

ORCA input file:
```
! RIJCOSX wB97M-V def2-TZVPD def2/J DEFGRID3
* xyz 1 1
C -2.2963 0.4037 0.6788
C 2.1713 2.0134 0.4354
C 1.9656 0.7409 0.1225
C 2.2109 -1.7740 0.8867
C 2.7544 -0.3092 0.9765
N -3.0871 0.3041 -0.3413
N -4.1816 -0.2397 -0.5709
N -2.4741 0.3539 1.9694
N -5.0580 0.1626 -1.4068
N 1.1095 0.2901 -0.8269
H 2.9029 2.2919 1.2165
H 1.6565 2.8428 -0.0185
H 2.9065 -2.5545 1.3100
H 2.1082 -2.1064 -0.1664
H 1.1516 -1.7429 1.2913
H 3.7468 -0.3521 0.5988
H 2.6559 -0.0962 2.0527
H -3.3967 0.4470 2.3031
H -1.7439 0.6724 2.4934
H -5.7797 -0.4642 -1.7192
H -5.1234 1.0795 -1.9686
H -1.3227 0.7423 0.3493
H 1.5227 -0.4514 -1.4070
H 0.8331 1.0174 -1.5420
*
```

---

entry b has the most favorable energy; the next structure is 121.4 kJ/mol above.

---

Entry a
Entry from the OMol25 dataset: a 2-piece molecular cluster, C2H2FN overall (ωB97M-V/def2-TZVPD).

ORCA input file:
```
! RIJCOSX wB97M-V def2-TZVPD def2/J DEFGRID3
* xyz 0 1
C 0.7969 0.5012 -0.3056
C -0.0830 -0.3012 0.4801
N 1.4715 1.0978 -1.0188
F -0.3286 0.0759 1.7252
H -1.8602 -0.0523 -1.3333
H 0.0033 -1.3214 0.4524
*
```

---

Entry b
Entry from the OMol25 dataset: an isolated molecule of C2H2FN (ωB97M-V/def2-TZVPD).

ORCA input file:
```
! RIJCOSX wB97M-V def2-TZVPD def2/J DEFGRID3
* xyz 0 1
C 0.3173 -0.1933 0.0428
C 1.8596 0.1514 -0.0574
N 3.2627 0.5203 -0.0802
F 4.0622 -0.5452 0.0445
H -0.4267 -0.0376 -0.7472
H 0.3341 -0.3358 1.1061
*
```

---

entry a has the most favorable energy; the next structure is 165.1 kJ/mol above.